(1)
42
Properties=species:S:1:pos:R:3 method="wB97M-V/def2-TZVPD" orbital_gap_ev=8.14 smiles="COc1cccc(-c2cc(C(=O)NC3CC3)c3ccccc3n2)c1" lumo_ev=-0.191 relative_energy_kj_mol=203.1 spin_multiplicity=1
C -5.85 -1.10 0.34
O -5.74 0.29 0.13
C -4.49 0.81 -0.07
C -4.44 2.19 -0.28
C -3.22 2.81 -0.49
C -2.05 2.08 -0.49
C -2.09 0.70 -0.28
C -0.88 -0.15 -0.27
C 0.42 0.38 -0.46
C 1.51 -0.45 -0.43
C 2.88 0.10 -0.66
O 3.69 -0.37 -1.43
N 3.13 1.21 0.08
C 4.37 1.92 0.02
C 4.38 3.41 0.19
C 4.95 2.52 1.26
C 1.31 -1.84 -0.23
C 2.35 -2.80 -0.19
C 2.06 -4.12 0.02
C 0.74 -4.54 0.21
C -0.29 -3.65 0.18
C -0.03 -2.28 -0.04
N -1.07 -1.43 -0.06
C -3.32 0.08 -0.07
H -5.48 -1.66 -0.52
H -5.32 -1.41 1.24
H -6.92 -1.29 0.46
H -5.36 2.75 -0.27
H -3.19 3.88 -0.65
H -1.12 2.59 -0.66
H 0.55 1.43 -0.64
H 2.44 1.54 0.74
H 5.02 1.46 -0.71
H 5.06 3.99 -0.41
H 3.44 3.90 0.39
H 6.02 2.49 1.39
H 4.39 2.41 2.18
H 3.36 -2.47 -0.36
H 2.86 -4.85 0.04
H 0.54 -5.59 0.37
H -1.31 -3.95 0.33
H -3.31 -0.99 0.09

---

(2)
30
Properties=species:S:1:pos:R:3 method="wB97M-V/def2-TZVPD" s2=0.754 orbital_gap_ev="6.24 / 4.47" lumo_ev="-11.984 / -13.754" charge=+2 spin_multiplicity=2
O 2.04 -1.93 1.60
C 2.72 -2.47 0.58
O 2.68 -3.96 0.48
I 1.57 -4.53 -1.12
O 3.48 -1.61 -0.39
C 2.49 -0.67 -1.01
C 2.39 0.77 -0.18
C 1.06 1.66 -0.54
F 0.48 1.10 -1.78
F 1.58 3.03 -0.91
C 0.01 1.90 0.69
F 0.69 1.91 2.04
F -0.58 3.28 0.56
C -1.17 0.73 0.81
F -1.52 0.73 2.28
F -0.51 -0.54 0.44
C -2.54 1.10 0.01
F -2.32 1.82 -1.30
F -3.27 2.11 0.87
S -3.74 -0.27 -0.34
F -3.31 -1.21 1.01
F -2.71 -1.10 -1.43
F -4.35 0.67 -1.69
F -4.94 0.55 0.63
F -4.95 -1.43 -0.70
H 2.91 -0.44 -2.10
H 1.44 -1.19 -1.08
H 3.35 1.39 -0.53
H 2.55 0.55 0.96
Ag 4.45 -1.93 2.13

---

(3)
158
Properties=species:S:1:pos:R:3 method="wB97M-V/def2-TZVPD" s2=0.754 orbital_gap_ev="3.48 / 5.39" lumo_ev="1.931 / 1.931" charge=-1 spin_multiplicity=2
Hg 1.74 3.55 3.19
C 0.68 0.79 -0.22
C 1.19 2.16 0.14
O 1.98 2.22 1.29
H 1.55 0.26 -0.59
H -0.20 0.84 -0.86
H 0.33 0.24 0.66
H 0.32 2.80 0.33
H 1.71 2.50 -0.76
C 2.24 7.92 1.32
C 2.08 6.36 1.13
C 3.18 5.75 0.34
O 1.89 5.80 2.37
H 2.62 8.30 0.37
H 3.04 8.11 2.03
H 1.34 8.36 1.75
H 1.10 6.28 0.65
H 3.37 6.47 -0.46
H 2.91 4.80 -0.11
H 4.05 5.73 1.00
C -4.82 6.97 0.45
O -3.53 7.53 0.23
C -2.99 7.26 -1.08
C -1.68 6.47 -1.07
N -1.14 6.29 -2.37
C 0.18 5.68 -2.32
C 0.94 5.61 -3.74
O 0.39 4.60 -4.69
C 0.27 3.29 -4.26
H -5.50 7.38 -0.29
H -5.03 7.23 1.49
H -4.87 5.89 0.30
H -2.81 8.23 -1.54
H -3.70 6.99 -1.86
H -1.99 5.53 -0.61
H -1.04 6.91 -0.30
H -1.84 5.76 -2.85
H 0.21 4.67 -1.91
H 0.88 6.23 -1.69
H 1.95 5.27 -3.51
H 1.07 6.61 -4.16
H -0.17 2.62 -5.01
H -0.35 3.25 -3.37
H 1.28 2.97 -3.98
C -2.37 -1.60 6.46
O -2.31 -0.36 5.81
C -3.60 0.21 5.51
C -4.21 -0.38 4.24
N -3.11 -0.33 3.20
C -3.42 -1.30 2.12
C -2.16 -1.29 1.30
O -1.10 -1.95 2.13
C -1.08 -3.38 2.03
H -2.80 -1.41 7.44
H -1.37 -2.02 6.58
H -3.02 -2.33 5.98
H -3.28 1.24 5.31
H -4.30 0.14 6.34
H -4.98 0.29 3.85
H -4.62 -1.37 4.44
H -2.33 -0.65 3.76
H -4.23 -0.89 1.51
H -3.74 -2.23 2.59
H -1.75 -0.31 1.06
H -2.17 -1.70 0.29
H -2.07 -3.81 2.08
H -0.40 -3.81 2.78
H -0.63 -3.70 1.10
C 1.81 -2.61 -2.85
O 1.77 -3.48 -1.69
C 1.86 -4.78 -2.03
C 1.76 -5.66 -0.85
N 2.13 -7.00 -1.23
C 1.68 -8.02 -0.25
C 2.54 -9.28 -0.07
O 3.82 -9.07 0.47
C 4.50 -10.31 0.76
H 1.67 -1.57 -2.53
H 1.13 -2.90 -3.65
H 2.75 -2.61 -3.40
H 2.82 -4.99 -2.51
H 0.99 -5.01 -2.64
H 0.72 -5.67 -0.52
H 2.34 -5.22 -0.04
H 3.10 -7.05 -1.48
H 0.62 -8.24 -0.37
H 1.76 -7.57 0.74
H 2.55 -9.80 -1.02
H 2.00 -9.87 0.67
H 5.31 -10.09 1.45
H 5.01 -10.70 -0.12
H 3.82 -10.98 1.29
C 2.75 -0.77 7.53
O 2.29 0.38 6.84
C 0.95 0.34 6.54
C 0.43 1.72 5.88
N 0.95 1.71 4.48
C -0.05 1.17 3.66
C -1.10 2.31 3.36
O -0.48 3.48 2.98
C -1.39 4.37 2.32
H 2.26 -1.65 7.12
H 2.66 -0.83 8.62
H 3.72 -1.03 7.13
H 0.39 0.33 7.47
H 0.69 -0.52 5.92
H 0.89 2.49 6.50
H -0.63 1.90 6.07
H 1.75 1.11 4.35
H -0.58 0.33 4.10
H 0.37 0.94 2.68
H -1.70 2.47 4.25
H -1.73 1.98 2.53
H -2.07 4.85 3.02
H -1.86 3.89 1.46
H -0.84 5.16 1.81
C -2.11 -0.30 -3.58
O -2.98 -1.46 -3.83
C -2.73 -2.05 -5.10
C -3.93 -2.95 -5.14
N -3.87 -3.80 -6.36
C -4.50 -3.16 -7.47
C -4.37 -4.09 -8.77
O -4.97 -5.37 -8.60
C -4.89 -6.24 -9.72
H -1.15 -0.45 -4.06
H -1.94 -0.25 -2.50
H -2.54 0.66 -3.87
H -1.83 -2.66 -5.12
H -2.72 -1.38 -5.97
H -4.86 -2.43 -4.91
H -3.87 -3.68 -4.32
H -4.26 -4.71 -6.15
H -4.19 -2.15 -7.71
H -5.57 -3.06 -7.30
H -3.32 -4.20 -9.04
H -4.93 -3.53 -9.52
H -3.90 -6.67 -9.62
H -5.04 -5.68 -10.64
H -5.63 -7.02 -9.50
C 3.86 -2.84 0.87
C 3.13 -1.51 0.41
O 3.16 -0.66 1.57
H 4.86 -2.90 0.42
H 3.31 -3.68 0.46
H 4.01 -2.91 1.94
H 2.13 -1.83 0.11
H 3.63 -1.00 -0.40
H 2.53 0.05 1.41
C 7.10 3.18 0.55
C 5.91 2.36 0.13
O 4.86 2.65 1.10
H 7.84 3.36 -0.23
H 7.64 2.83 1.43
H 6.72 4.18 0.77
H 5.95 1.27 0.16
H 5.54 2.62 -0.86
H 4.02 2.27 0.83

---

(4)
15
Properties=species:S:1:pos:R:3 method="wB97M-V/def2-TZVPD" s2=0.753 orbital_gap_ev="4.04 / 8.29" lumo_ev="0.688 / 0.636" relative_energy_kj_mol=67.2 spin_multiplicity=2
C 0.94 -0.52 -1.00
N 0.51 2.30 -0.73
C -0.32 1.35 -0.15
N -0.14 0.00 -0.20
H 0.86 -0.28 -2.07
H 0.98 -1.61 -0.86
H 1.91 -0.12 -0.66
H 0.16 3.23 -0.83
H 1.34 2.09 -1.25
H -1.28 1.73 0.21
N -1.00 -1.66 1.55
H -0.28 -2.07 2.14
H -1.65 -1.24 2.20
H -0.56 -0.76 0.60
H -1.45 -2.43 1.06

---

(5)
101
Properties=species:S:1:pos:R:3 method="wB97M-V/def2-TZVPD" orbital_gap_ev=6.28 lumo_ev=-9.665 relative_energy_kj_mol=35.6 charge=+3 spin_multiplicity=1
Ti 0.70 -0.43 0.02
C 0.02 -2.60 5.90
C -0.39 -1.28 6.10
C -0.29 -0.35 5.08
C 0.20 -0.74 3.83
C 0.63 -2.06 3.64
C 0.54 -2.99 4.67
P 0.54 0.46 2.53
C -0.50 1.91 2.83
C -1.83 1.72 3.21
C -2.66 2.81 3.43
C -2.16 4.10 3.28
C -0.84 4.30 2.89
C -0.01 3.21 2.66
C 2.27 0.93 2.73
C 2.80 1.72 3.72
C 4.20 1.77 3.89
C 5.02 0.99 3.12
C 4.48 0.13 2.13
C 5.28 -0.79 1.41
C 4.72 -1.69 0.54
C 3.33 -1.66 0.30
C 2.51 -0.73 0.92
C 3.09 0.14 1.91
H -0.05 -3.32 6.70
H -0.77 -0.98 7.06
H -0.60 0.67 5.26
H 1.09 -2.35 2.71
H 0.89 -4.00 4.52
H -2.22 0.72 3.37
H -3.68 2.66 3.75
H -2.80 4.96 3.47
H -0.45 5.30 2.78
H 1.02 3.37 2.37
H 2.16 2.28 4.39
H 4.62 2.40 4.66
H 6.09 0.99 3.28
H 6.35 -0.80 1.58
H 5.33 -2.42 0.04
H 2.94 -2.38 -0.40
Se -6.76 -0.02 1.02
N -5.59 -1.35 1.13
C -4.42 -0.83 0.86
C -3.19 -1.61 0.85
C -3.15 -2.98 1.14
C -1.96 -3.67 1.10
C -0.80 -2.97 0.79
N -0.82 -1.66 0.53
C -2.00 -0.96 0.56
C -1.96 0.47 0.26
N -0.75 1.03 -0.03
C -0.69 2.33 -0.28
C -1.81 3.15 -0.29
C -3.04 2.59 -0.02
C -3.12 1.23 0.27
C -4.39 0.57 0.58
N -5.54 1.20 0.60
H -4.08 -3.49 1.37
H -1.90 -4.72 1.32
H 0.16 -3.47 0.74
H 0.29 2.75 -0.47
H -1.70 4.20 -0.51
H -3.94 3.19 -0.01
C 1.59 -2.79 -2.43
C 0.54 -2.09 -3.28
C -0.83 -2.74 -3.01
C 0.87 -2.27 -4.76
P 0.38 -0.32 -2.69
C -1.09 0.25 -3.59
C -0.97 0.59 -4.94
C -2.08 0.94 -5.68
C -3.34 0.96 -5.09
C -3.48 0.60 -3.76
C -2.36 0.24 -3.02
C 1.76 0.89 -3.13
C 2.61 1.05 -1.86
C 1.16 2.27 -3.46
C 2.69 0.45 -4.26
H 1.62 -3.85 -2.65
H 1.34 -2.72 -1.35
H 2.59 -2.38 -2.58
H -0.73 -3.82 -3.15
H -1.59 -2.38 -3.70
H -1.19 -2.58 -1.99
H 0.77 -3.33 -5.00
H 1.89 -1.99 -5.01
H 0.18 -1.73 -5.41
H 0.00 0.59 -5.43
H -1.97 1.21 -6.72
H -4.21 1.23 -5.67
H -4.46 0.58 -3.30
H -2.49 -0.09 -2.00
H 2.00 1.36 -0.99
H 3.34 1.85 -1.98
H 3.16 0.15 -1.61
H 0.34 2.55 -2.79
H 0.77 2.32 -4.47
H 1.95 3.01 -3.36
H 3.27 -0.44 -4.01
H 3.40 1.26 -4.45
H 2.16 0.26 -5.20

---

(6)
125
Properties=species:S:1:pos:R:3 method="wB97M-V/def2-TZVPD" orbital_gap_ev=5.72 lumo_ev=1.546 charge=-1 spin_multiplicity=1
C 3.39 -5.88 8.75
C 2.51 -4.55 8.76
C 3.08 -3.50 7.71
C 2.61 -3.98 6.26
C 2.65 -2.84 5.18
C 3.98 -2.77 4.33
N 4.80 -4.00 4.35
C 6.21 -3.75 4.72
C 6.91 -5.17 4.84
O 6.74 -5.99 3.65
C 5.74 -6.93 3.78
C 5.64 -7.94 4.83
C 4.47 -8.84 4.85
C 3.41 -8.78 3.85
C 3.52 -7.79 2.77
C 4.67 -6.91 2.76
C 6.41 -3.05 6.12
O 6.45 -1.80 6.20
O 6.58 -3.74 7.23
H 4.42 -5.70 9.15
H 3.50 -6.32 7.73
H 2.92 -6.68 9.39
H 1.46 -4.85 8.50
H 2.60 -4.12 9.79
H 4.19 -3.50 7.82
H 2.67 -2.47 7.91
H 3.13 -4.93 5.96
H 1.52 -4.26 6.40
H 2.57 -1.86 5.73
H 1.74 -2.92 4.53
H 3.66 -2.61 3.25
H 4.53 -1.83 4.61
H 4.84 -4.33 3.38
H 6.74 -3.20 3.88
H 6.64 -5.69 5.79
H 8.02 -4.94 4.92
H 6.43 -8.00 5.61
H 4.42 -9.58 5.68
H 2.51 -9.42 3.86
H 2.77 -7.65 1.96
H 4.75 -6.15 1.94
F 1.56 -0.95 2.56
C 2.05 0.12 1.93
C 1.31 1.29 1.91
C 1.82 2.41 1.26
C 3.05 2.34 0.62
C 3.78 1.15 0.64
C 3.28 0.04 1.30
H 0.35 1.33 2.40
H 1.25 3.33 1.24
H 3.45 3.21 0.10
H 4.74 1.10 0.14
H 3.84 -0.89 1.34
F 2.11 2.19 -2.52
C 0.77 2.06 -2.67
C 0.13 0.97 -2.12
C -1.24 0.84 -2.27
C -1.96 1.80 -2.97
C -1.30 2.90 -3.52
C 0.07 3.03 -3.36
H 0.71 0.22 -1.59
H -1.75 -0.01 -1.84
H -3.03 1.70 -3.08
H -1.86 3.65 -4.06
H 0.60 3.89 -3.77
F 4.01 4.25 -7.35
C 3.50 3.01 -7.17
C 3.32 2.54 -5.88
C 2.78 1.27 -5.69
C 2.45 0.49 -6.79
C 2.65 0.97 -8.08
C 3.17 2.25 -8.27
H 3.59 3.16 -5.03
H 2.63 0.90 -4.69
H 2.04 -0.50 -6.64
H 2.39 0.36 -8.93
H 3.32 2.64 -9.26
F -3.13 4.86 -4.92
C -3.37 4.79 -6.24
C -4.48 4.09 -6.69
C -4.73 4.02 -8.06
C -3.86 4.64 -8.95
C -2.75 5.33 -8.49
C -2.51 5.41 -7.12
H -5.14 3.61 -5.98
H -5.60 3.49 -8.42
H -4.06 4.58 -10.02
H -2.07 5.81 -9.19
H -1.65 5.95 -6.74
F -2.84 0.82 0.10
C -3.10 -0.32 0.76
C -2.06 -1.01 1.36
C -2.32 -2.18 2.05
C -3.63 -2.66 2.13
C -4.66 -1.96 1.53
C -4.40 -0.78 0.85
H -1.05 -0.62 1.28
H -1.51 -2.72 2.52
H -3.83 -3.58 2.67
H -5.68 -2.33 1.59
H -5.20 -0.22 0.38
F -7.75 3.48 -6.91
C -8.61 4.46 -7.23
C -8.23 5.78 -7.06
C -9.12 6.79 -7.40
C -10.38 6.47 -7.89
C -10.75 5.14 -8.05
C -9.86 4.13 -7.72
H -7.24 6.00 -6.67
H -8.82 7.83 -7.27
H -11.07 7.27 -8.14
H -11.74 4.90 -8.42
H -10.13 3.09 -7.85
F -1.43 1.86 3.77
C -2.30 2.84 3.45
C -1.93 4.16 3.62
C -2.83 5.16 3.29
C -4.09 4.84 2.80
C -4.45 3.50 2.64
C -3.55 2.50 2.96
H -0.95 4.40 4.01
H -2.55 6.20 3.41
H -4.80 5.62 2.55
H -5.44 3.25 2.26
H -3.81 1.45 2.83

---

| no. | F_max (hartree/bohr) | DFT total energy (Ha) |
| --- | --- | --- |
| 1 | 0.015 | -1032.91687 |
| 2 | 0.160 | -2634.74211 |
| 3 | 0.072 | -3025.40114 |
| 4 | 0.067 | -246.35680 |
| 5 | 0.022 | -6007.90690 |
| 6 | 0.079 | -3185.71140 |